No. 1
DFT (ωB97M-V with the def2-TZVPD basis set) results for a single C4H10O2 molecule.

**Strongest force on any atom**: 0.25 eV/A
**E_HOMO**: -10.13 eV
**Spin multiplicity**: 1
**SMILES**: C[C@@H](O)[C@@H](C)O
**Lowest unoccupied orbital energy**: 0.920 eV

Structure (XYZ):
```
16
C4H10O2 ωB97M-V with the def2-TZVPD basis set
C 1.890 -0.421 -0.173
C 0.520 -0.274 0.470
O 0.538 0.732 1.486
C -0.581 0.081 -0.563
C -1.970 -0.393 -0.132
O -0.558 1.483 -0.772
H 2.105 0.446 -0.812
H 1.932 -1.320 -0.796
H 2.668 -0.500 0.595
H 0.252 -1.201 0.991
H 1.189 1.394 1.210
H -0.329 -0.364 -1.534
H -2.140 -1.442 -0.400
H -2.109 -0.290 0.951
H -2.727 0.213 -0.637
H -0.681 1.855 0.115
```

No. 2
DFT (ωB97M-V with the def2-TZVPD basis set) results for 2 unconnected molecules or ions with the total composition C4H10O2 at a distorted geometry.

**Strongest force on any atom**: 2.74 eV/A
**E_HOMO**: -8.54 eV
**Spin multiplicity**: 1
**Lowest unoccupied orbital energy**: 0.919 eV

Structure (XYZ):
```
16
C4H10O2 ωB97M-V with the def2-TZVPD basis set
C -0.462 2.410 1.738
O -0.841 1.204 1.127
C 0.237 0.583 0.470
C -0.275 -0.701 -0.181
O 0.269 -0.776 -1.489
C -0.113 -1.850 -2.231
H -1.363 2.855 2.168
H 0.275 2.244 2.539
H -0.029 3.113 1.009
H 0.643 1.236 -0.319
H 1.052 0.380 1.184
H 0.034 -1.595 0.376
H -1.369 -0.669 -0.226
H 0.901 -2.949 -2.097
H -0.151 -2.909 -1.823
H 0.149 -1.673 -3.268
```

No. 3
DFT (ωB97M-V with the def2-TZVPD basis set) results for 2 unconnected molecules or ions with the total composition C4H10O2 at a distorted geometry.

**Strongest force on any atom**: 1.04 eV/A
**E_HOMO**: -9.06 eV
**Spin multiplicity**: 1
**SMILES**: C=CO.CCO
**Lowest unoccupied orbital energy**: 0.956 eV

Structure (XYZ):
```
16
C4H10O2 ωB97M-V with the def2-TZVPD basis set
C -1.535 2.100 1.509
C -1.224 2.167 0.221
O -0.032 1.871 -0.348
H -2.515 2.355 1.877
H -0.769 1.864 2.241
H -1.941 2.506 -0.507
H 0.684 1.918 0.297
C 0.104 -2.041 0.546
C 0.710 -2.298 -0.815
O 1.620 -1.259 -1.075
H -0.458 -1.106 0.511
H -0.629 -2.803 0.821
H 0.914 -2.012 1.270
H -0.067 -2.305 -1.580
H 1.164 -3.294 -0.892
H 2.278 -1.506 -1.745
```

Quick rundown of E, same order as above: -8404.9706; -8400.4854; -8403.8224 eV